Below is CH7N5S as an isolated structure at a distorted geometry, with properties calculated with wB97M-V/def2-TZVPD.

The total energy comes out at -713.9750 a.u. As for the molecular weight: 121.2 g/mol. The LUMO energy is -0.74 eV. The maximum force is 0.1078 hartree/bohr. The value obtained for the frontier orbital gap is 7.66 eV. The value obtained for the energy relative to the best compared isomer or geometry (same formula, charge and spin) is 5.9201 eV.

```
14
CH7N5S | the OMol25 dataset | wB97M-V/def2-TZVPD
C 0.4171 -0.3218 -0.2136
H -2.7627 -0.7279 0.1200
H -1.1128 -0.2158 1.3916
H -0.2950 -2.0744 -0.6517
H 1.2366 1.5865 -0.2815
H -1.6815 1.7718 0.3562
H -1.2409 1.6602 -1.1400
H 4.0519 -1.3220 0.5912
N -1.7180 -1.1419 0.5785
N -0.7024 -1.1908 -0.5360
N 0.3470 1.0484 0.2618
N -0.7817 1.8471 -0.2372
N 1.4768 -0.9810 -0.3448
S 2.7657 0.0617 0.1057
```

Atomic partial charges in e from the Löwdin method, atoms 1 to 5: number 1, C, carries -0.63; number 2, H, carries 0.13; number 3, H, carries 0.21; number 4, H, carries 0.07; number 5, H, carries 0.11